No. 1
Entry from the Open Molecules 2025 dataset: the molecule C5H6 at a distorted geometry (the ωB97M-V functional and the def2-TZVPD basis).

total charge = 0
gap between HOMO and LUMO = 10.12 eV
ΔE to the lowest compared entry with this formula, charge and spin = 50.2 kcal per mole
energy = -194.00056 a.u.

Atoms and positions in Å:
C: 2.414 -0.415 -0.063
C: 1.352 0.120 -0.016
C: -0.711 1.458 -0.044
C: -0.070 0.263 -0.166
C: -0.901 -1.056 -0.014
H: 3.494 -0.451 0.059
H: -1.773 1.428 -0.185
H: -0.239 2.422 0.251
H: -0.727 -1.411 0.951
H: -0.916 -1.744 -0.804
H: -1.924 -0.614 0.030



No. 2
Entry from the Open Molecules 2025 dataset: the molecule C5H6 at a distorted geometry (the ωB97M-V functional and the def2-TZVPD basis).

total charge = 0
gap between HOMO and LUMO = 10.10 eV
ΔE to the lowest compared entry with this formula, charge and spin = 80.9 kcal per mole
energy = -193.95150 a.u.

Atoms and positions in Å:
C: 2.100 0.000 0.079
C: 0.827 0.099 -0.436
C: -1.992 0.512 -0.167
C: -1.702 -0.753 0.080
C: -0.496 0.149 0.280
H: 3.069 0.214 -0.481
H: 2.355 -0.400 1.141
H: 0.666 0.261 -1.548
H: -2.439 1.307 -0.525
H: -2.145 -1.761 0.297
H: -0.242 0.373 1.279



No. 3
Entry from the Open Molecules 2025 dataset: a cluster of 3 separate species, C5H6 in total at a distorted geometry (the ωB97M-V functional and the def2-TZVPD basis).

total charge = 0
gap between HOMO and LUMO = 8.81 eV
ΔE to the lowest compared entry with this formula, charge and spin = 171.5 kcal per mole
energy = -193.80721 a.u.

Atoms and positions in Å:
C: 2.042 0.905 -0.180
C: 2.957 1.673 0.237
C: 1.021 0.202 -1.113
C: 0.906 -0.175 0.118
C: 0.378 -0.711 1.338
H: 0.688 -0.182 -2.031
H: -1.956 -0.060 -1.912
H: -2.063 0.731 -1.403
H: 1.090 -0.782 2.104
H: 0.041 -1.651 1.020
H: -0.363 -0.205 1.838



No. 4
Entry from the Open Molecules 2025 dataset: a structure of composition C5H6 at a distorted geometry (the ωB97M-V functional and the def2-TZVPD basis).

total charge = 0
gap between HOMO and LUMO (spin up / spin down) = 8.38 / 8.38 eV
ΔE to the lowest compared entry with this formula, charge and spin = 121.8 kcal per mole
energy = -193.88635 a.u.

Atoms and positions in Å:
C: 0.686 1.108 0.085
C: -0.489 0.617 0.404
C: 1.295 -0.277 -0.138
C: -1.643 0.079 -0.202
C: -0.059 -0.870 0.334
H: 0.822 2.119 -0.097
H: 1.611 -0.411 -1.217
H: 2.283 -0.508 0.553
H: -2.205 -0.586 0.371
H: -2.026 0.420 -1.104
H: -0.274 -1.693 1.012